Record 1
The following is a quantum chemistry calculation of 2 unconnected molecules or ions with the total composition CH7N4O in a non-equilibrium geometry, from the OMol25 dataset.

Structure (XYZ):
```
13
Properties=species:S:1:pos:R:3:forces:R:3
C 0.796 0.672 -0.886 -0.09 -0.75 -4.36
N 0.664 0.219 -2.229 -0.75 1.97 1.22
N 1.489 1.729 -0.616 2.50 2.24 -3.63
N -1.681 -1.843 2.467 0.76 -0.79 4.53
N 0.147 0.126 0.055 -2.41 -1.75 3.45
O -2.045 -1.444 1.337 0.07 0.14 -0.20
H 0.865 1.019 -2.850 -0.08 -0.84 -0.07
H -0.300 -0.117 -2.432 1.06 -0.08 0.22
H 1.982 2.259 -1.411 -0.92 -1.23 1.79
H 1.737 2.028 0.282 0.01 0.22 1.68
H -1.108 -1.258 3.210 -1.17 -0.70 -2.47
H -2.178 -2.618 3.045 0.49 1.34 -2.02
H -0.367 -0.772 0.029 0.54 0.23 -0.13
```
Forces are in eV/Å.

- Total charge: +1
- HOMO (spin up / spin down): -13.5770 / -12.1506 eV
- Total energy: -336.148607 Eh
- Energy above the lowest of the compared OMol25 structures with the same formula, charge and spin: 286.92 kJ/mol
- Largest force on an atom: 4.9 eV/Å

Mulliken atomic charge list, values in e, 4 entries: 0.624, -0.464, -0.293, -0.140

---

Record 2
The following is a quantum chemistry calculation of 2 unconnected molecules or ions with the total composition CH7N4O in a non-equilibrium geometry, from the OMol25 dataset.

Structure (XYZ):
```
13
Properties=species:S:1:pos:R:3:forces:R:3
C -0.980 0.679 0.679 1.66 2.01 3.40
N -0.904 -0.612 0.130 0.43 -2.61 -3.19
N -0.006 1.680 0.189 -1.43 0.24 0.77
N 1.050 0.050 -0.994 4.94 0.93 -1.90
N 0.548 -0.979 -0.112 -0.22 2.77 3.58
O 1.228 1.215 -0.184 -0.29 -1.24 0.65
H -1.967 1.054 0.582 -0.94 0.41 -0.72
H -0.933 0.671 1.871 0.52 -0.57 -2.36
H -1.338 -0.725 -0.888 1.12 0.66 2.66
H -0.346 2.344 -0.477 -0.21 0.08 -0.73
H 2.654 0.013 -1.335 -4.54 -0.59 1.08
H 1.062 -1.061 0.877 -1.22 0.13 -2.34
H 0.533 -1.806 -0.624 0.17 -2.22 -0.91
```
Forces are in eV/Å.

- Total charge: +1
- HOMO: -14.1783 eV
- Total energy: -335.987032 Eh
- Energy above the lowest of the compared OMol25 structures with the same formula, charge and spin: 711.14 kJ/mol
- Largest force on an atom: 5.4 eV/Å

Mulliken atomic charge list, values in e, 4 entries: -0.483, -0.311, -0.174, -0.410

---

Record 3
The following is a quantum chemistry calculation of 2 unconnected molecules or ions with the total composition CH7N4O in a non-equilibrium geometry, from the OMol25 dataset.

Structure (XYZ):
```
13
Properties=species:S:1:pos:R:3:forces:R:3
C 1.493 -0.437 -0.050 -0.41 -4.07 -1.37
N 0.663 -1.418 -0.364 1.95 1.61 0.52
N 1.007 0.632 0.453 1.59 5.39 0.87
N -2.630 0.218 0.537 -4.00 0.13 1.24
N -1.695 -0.200 -0.053 0.42 0.11 -0.82
O 2.768 -0.698 -0.259 -0.71 0.74 0.46
H 0.045 0.836 0.186 0.13 -0.03 0.55
H 1.677 1.480 0.577 -1.90 -1.98 -0.20
H -2.690 0.340 1.594 0.44 0.16 -0.86
H -3.664 0.333 0.112 2.21 -0.09 0.45
H 1.137 -2.203 -0.697 -0.05 -1.70 -0.75
H -0.304 -1.218 -0.228 -0.90 -0.53 -0.08
H 3.200 0.144 -0.126 1.24 0.25 -0.03
```
Forces are in eV/Å.

- Total charge: +1
- HOMO: -13.0818 eV
- Total energy: -336.250982 Eh
- Energy above the lowest of the compared OMol25 structures with the same formula, charge and spin: 18.14 kJ/mol
- Largest force on an atom: 5.7 eV/Å

Mulliken atomic charge list, values in e, 4 entries: 0.697, -0.280, -0.332, -0.071

---

Among the records above, which one has the highest largest force on an atom? number 3

---

Look up the total charge of the first one. +1

---

Which formula does entry 2 have? CH7N4O